# C5H7NO2

C5H7NO2 in the gas phase at a distorted geometry (the ωB97M-V functional and the def2-TZVPD basis, OMol25).

Calculated values
**HOMO energy**: -9.8017 eV
**SMILES**: O=C1CNCC(=O)C1
**ΔE to the lowest compared entry with this formula, charge and spin**: 416.0 kJ/mol
**Total charge**: 0
**Electronic energy**: -10879.3055 eV
**Orbital gap**: 10.1021 eV

Element x y z (Å)
O1 0.0242 2.5933 -1.1802
C1 0.1390 1.4752 -0.5126
C2 -1.1042 0.7251 -0.2063
N1 -1.1283 -0.4387 0.7702
C3 -0.0504 -1.3846 0.4967
C4 1.2755 -0.8720 0.0282
O2 2.3347 -1.3925 -0.4194
C5 1.2596 0.6799 0.0668
H1 -1.8837 1.0214 0.4515
H2 -1.4825 0.7336 -1.3234
H3 -2.1485 -0.8201 0.5279
H4 -0.0544 -2.1717 1.2161
H5 -0.4832 -2.0406 -0.4021
H6 2.2095 0.8879 -0.4733
H7 1.0928 1.0038 0.9599

Here is what natural (NBO) gives for the atomic charges, in e:
1 O -0.544
2 C 0.581
3 C -0.404
4 N -0.608
5 C -0.361
6 C 0.597
7 O -0.509
8 C -0.622
9 H 0.268
10 H 0.233
11 H 0.388
12 H 0.249
13 H 0.217
14 H 0.263
15 H 0.250

# C5H7NO2

C5H7NO2 in the gas phase at a distorted geometry (the ωB97M-V functional and the def2-TZVPD basis, OMol25).

Calculated values
**HOMO energy**: -8.0130 eV
**SMILES**: C[N+]1(C)C([O-])=C=C1O
**ΔE to the lowest compared entry with this formula, charge and spin**: 452.5 kJ/mol
**Total charge**: 0
**Electronic energy**: -10878.9272 eV
**Orbital gap**: 8.4398 eV

Element x y z (Å)
C1 -0.3091 0.2675 -1.4965
N1 0.1120 -0.0676 -0.1368
C2 0.5954 -1.4466 -0.0215
C3 1.1348 1.2626 0.4717
O1 2.0524 1.7530 -0.1051
C4 0.2562 1.4747 1.5609
C5 -0.6719 0.5873 1.3091
O2 -1.6888 -0.0641 1.8259
H1 -1.1255 -0.3827 -1.8147
H2 -0.6175 1.3123 -1.5070
H3 0.5209 0.1404 -2.1981
H4 1.3271 -1.6717 -0.8012
H5 -0.2450 -2.1356 -0.1252
H6 1.0333 -1.6037 0.9638
H7 -2.3744 0.5743 2.0747

Here is what natural (NBO) gives for the atomic charges, in e:
1 C -0.422
2 N -0.437
3 C -0.423
4 C 0.731
5 O -0.498
6 C -0.538
7 C 0.482
8 O -0.665
9 H 0.199
10 H 0.218
11 H 0.213
12 H 0.206
13 H 0.202
14 H 0.219
15 H 0.514

> Number 2 is which compound?

C5H7NO2

Please write out number 2 again, unchanged.
# C5H7NO2

C5H7NO2 in the gas phase at a distorted geometry (the ωB97M-V functional and the def2-TZVPD basis, OMol25).

Calculated values
**HOMO energy**: -8.0130 eV
**SMILES**: C[N+]1(C)C([O-])=C=C1O
**ΔE to the lowest compared entry with this formula, charge and spin**: 452.5 kJ/mol
**Total charge**: 0
**Electronic energy**: -10878.9272 eV
**Orbital gap**: 8.4398 eV

Element x y z (Å)
C1 -0.3091 0.2675 -1.4965
N1 0.1120 -0.0676 -0.1368
C2 0.5954 -1.4466 -0.0215
C3 1.1348 1.2626 0.4717
O1 2.0524 1.7530 -0.1051
C4 0.2562 1.4747 1.5609
C5 -0.6719 0.5873 1.3091
O2 -1.6888 -0.0641 1.8259
H1 -1.1255 -0.3827 -1.8147
H2 -0.6175 1.3123 -1.5070
H3 0.5209 0.1404 -2.1981
H4 1.3271 -1.6717 -0.8012
H5 -0.2450 -2.1356 -0.1252
H6 1.0333 -1.6037 0.9638
H7 -2.3744 0.5743 2.0747

Here is what natural (NBO) gives for the atomic charges, in e:
1 C -0.422
2 N -0.437
3 C -0.423
4 C 0.731
5 O -0.498
6 C -0.538
7 C 0.482
8 O -0.665
9 H 0.199
10 H 0.218
11 H 0.213
12 H 0.206
13 H 0.202
14 H 0.219
15 H 0.514

> Look up the total charge of the second one.

0